# 1
18
Properties=species:S:1:pos:R:3:nbo_charge:R:1 method="wB97M-V/def2-TZVPD" gap_ev=8.57 multiplicity=1 molar_mass_da=101.1 fmax_ha_per_bohr=0.0347
C 2.399 0.856 0.039 -0.4221
N 1.187 0.360 -0.526 -0.6621
C 0.426 -0.551 0.200 0.6287
O 0.791 -0.967 1.290 -0.6339
C -0.897 -0.737 -0.379 -0.2220
C -1.825 -1.803 0.188 -0.6570
C -0.951 1.398 0.075 -0.5062
H 2.394 1.950 0.115 0.1763
H 3.255 0.550 -0.562 0.1867
H 2.492 0.428 1.038 0.2400
H 1.119 0.334 -1.531 0.3842
H -1.016 -0.533 -1.437 0.2049
H -1.540 -2.100 1.200 0.2421
H -1.840 -2.725 -0.418 0.2256
H -2.851 -1.437 0.202 0.2177
H -1.945 1.350 -0.295 0.1852
H -0.818 1.354 1.151 0.2038
H -0.381 2.272 -0.351 0.2082



# 2
18
Properties=species:S:1:pos:R:3:nbo_charge:R:1 method="wB97M-V/def2-TZVPD" gap_ev=8.90 multiplicity=1 molar_mass_da=101.1 smiles="C=CCNC=C.O" fmax_ha_per_bohr=0.0482
C -1.934 -1.054 -0.620 -0.5162
C -1.072 -0.044 -0.704 0.0063
N -0.730 0.833 0.317 -0.6117
C 0.726 1.257 0.584 -0.2601
C 0.919 1.375 3.039 -0.3916
C 1.084 0.673 1.933 -0.2056
H -2.561 -1.336 0.211 0.1881
H -2.346 -1.484 -1.533 0.1940
H -0.651 0.077 -1.711 0.1949
H -1.052 0.593 1.244 0.3758
H 0.531 2.340 0.580 0.2046
H 1.424 0.933 -0.168 0.2085
H 1.181 0.962 4.026 0.2016
H 0.576 2.408 3.049 0.1994
H 1.389 -0.367 1.840 0.2117
H 0.776 -3.154 -3.865 0.4695
H 0.639 -1.752 -4.442 0.4672
O 1.103 -2.258 -3.779 -0.9364



# 3
18
Properties=species:S:1:pos:R:3:nbo_charge:R:1 method="wB97M-V/def2-TZVPD" gap_ev=8.51 multiplicity=1 molar_mass_da=101.1 smiles="C/C=C/N.CC=O" fmax_ha_per_bohr=0.0168
O 1.520 0.172 0.376 -0.5291
C 2.532 0.209 1.017 0.4534
C 3.397 -1.006 1.255 -0.7268
H 2.876 1.158 1.476 0.1017
H 2.946 -1.800 0.661 0.2338
H 3.440 -1.280 2.307 0.2369
H 4.420 -0.854 0.911 0.2325
C -2.019 -1.233 -1.978 -0.6260
C -1.516 -0.295 -0.916 -0.2938
C -2.248 0.693 -0.400 -0.0072
N -1.891 1.561 0.626 -0.8167
H -2.818 -0.821 -2.592 0.2034
H -1.200 -1.530 -2.633 0.2064
H -2.388 -2.171 -1.552 0.2018
H -0.516 -0.511 -0.561 0.2109
H -3.264 0.775 -0.774 0.1745
H -2.319 2.461 0.577 0.3665
H -0.890 1.651 0.727 0.3775



# 4
18
Properties=species:S:1:pos:R:3:nbo_charge:R:1 method="wB97M-V/def2-TZVPD" gap_ev=10.46 multiplicity=1 molar_mass_da=101.1 smiles="C/C=N/C=O.[H][H].C=C" fmax_ha_per_bohr=0.0093
C -0.799 0.554 -2.110 -0.3846
C -0.759 -0.769 -1.998 -0.4004
C 0.078 -0.633 1.252 0.2173
C 1.311 -1.464 1.361 -0.6794
N 0.090 0.626 1.438 -0.5150
C -1.151 1.279 1.326 0.5340
O -2.191 0.883 1.795 -0.5451
H -1.735 1.102 -2.045 0.1976
H 1.970 2.148 -0.661 -0.0210
H 0.100 1.141 -2.275 0.1993
H -1.659 -1.357 -1.841 0.1973
H 0.176 -1.319 -2.079 0.1919
H -0.855 -1.149 0.992 0.1737
H 1.477 -2.017 0.430 0.2304
H 2.176 -0.835 1.573 0.2342
H 1.197 -2.208 2.157 0.2369
H 1.640 1.776 -0.104 0.0136
H -1.067 2.240 0.789 0.1193



# 5
18
Properties=species:S:1:pos:R:3:nbo_charge:R:1 method="wB97M-V/def2-TZVPD" gap_ev=8.38 multiplicity=1 molar_mass_da=101.1 fmax_ha_per_bohr=0.0216
C -0.924 -1.607 -0.435 -0.7022
C -0.244 -0.298 -0.814 0.2603
C -1.153 1.326 0.474 -0.8251
N 1.053 0.006 -0.593 -0.4772
C 1.711 -0.775 0.473 -0.4451
C 0.656 1.583 -0.285 0.4739
O 0.641 2.409 -1.168 -0.6250
H -0.778 -1.905 0.605 0.2308
H -1.996 -1.556 -0.638 0.2390
H -0.579 -2.470 -1.033 0.2520
H -0.611 0.126 -1.748 0.2091
H -1.196 2.378 0.796 0.2284
H -2.022 1.233 -0.181 0.2056
H -1.176 0.804 1.443 0.1941
H 1.122 -0.768 1.396 0.1823
H 1.880 -1.854 0.267 0.2127
H 2.702 -0.369 0.684 0.2198
H 0.916 1.735 0.758 0.1666



# 6
18
Properties=species:S:1:pos:R:3:nbo_charge:R:1 method="wB97M-V/def2-TZVPD" charge=+1 s2=0.80 gap_ev="8.73 / 7.30" multiplicity=2 molar_mass_da=101.1 fmax_ha_per_bohr=0.0336
C -0.902 1.678 -1.359 -0.7096
N 0.865 -0.275 -0.327 -0.7270
C 0.114 0.416 0.524 0.2038
C -0.796 1.407 0.105 0.0781
C 1.273 -0.484 2.461 -0.1799
C 0.202 0.186 1.948 -0.2465
H -1.692 2.399 -1.542 0.2633
H -1.105 0.748 -1.892 0.2525
H -0.005 2.218 -1.675 0.2750
H 1.807 -0.592 -0.161 0.4287
H 0.537 -0.494 -1.254 0.4312
H -1.185 2.057 0.865 0.2315
H 2.218 -0.234 1.971 0.1890
H 1.378 -1.317 3.142 0.2458
H -0.593 0.541 2.588 0.2618
H -0.873 -3.440 -2.127 0.4910
H -0.477 -2.331 -1.181 0.4523
O -0.765 -2.481 -2.086 -0.9409



# 7
18
Properties=species:S:1:pos:R:3:nbo_charge:R:1 method="wB97M-V/def2-TZVPD" charge=+1 s2=0.77 gap_ev="11.94 / 6.72" multiplicity=2 molar_mass_da=101.1 fmax_ha_per_bohr=0.0413
O -0.109 1.655 2.085 -0.3582
C 0.266 0.527 2.193 0.4715
N 0.938 -0.081 1.086 -0.2320
C 1.133 0.646 -0.107 -0.2817
C -0.015 0.323 -1.164 -0.3327
C -0.375 -1.164 -1.345 -0.4059
C -1.586 -1.475 -2.144 -0.6115
H 0.145 -0.013 3.136 0.1982
H 0.971 -1.095 1.000 0.4382
H 2.128 0.418 -0.510 0.2828
H 1.178 1.729 -0.019 0.2762
H 0.286 0.819 -2.085 0.2489
H -0.851 0.891 -0.739 0.2282
H 0.530 -1.610 -1.779 0.2196
H -0.537 -1.556 -0.334 0.1714
H -1.792 -2.542 -2.046 0.2377
H -2.483 -0.987 -1.754 0.2201
H -1.484 -1.219 -3.197 0.2292



# 8
18
Properties=species:S:1:pos:R:3:nbo_charge:R:1 method="wB97M-V/def2-TZVPD" charge=+1 s2=0.77 gap_ev="10.20 / 7.20" multiplicity=2 molar_mass_da=101.1 fmax_ha_per_bohr=0.0747
C 0.916 -2.027 1.174 -0.4621
N 0.919 -0.814 0.342 -0.3662
C -0.087 -0.202 -0.360 0.2081
C -1.275 -0.819 -0.667 -0.1811
C -0.379 1.774 -1.795 -0.2424
C 0.413 0.873 -1.238 -0.2751
H -0.037 -2.039 1.683 0.2227
H 1.053 -2.952 0.588 0.2455
H 1.654 -2.193 1.979 0.2711
H 1.857 -0.547 0.014 0.4309
H -1.487 -1.555 0.134 0.1999
H -2.085 -0.734 -1.411 0.2674
H -1.434 1.839 -1.549 0.2027
H -0.015 2.533 -2.474 0.2352
H 1.497 0.890 -1.525 0.2351
H -0.765 2.723 1.682 0.4833
H -0.644 1.227 1.780 0.4531
O -0.101 2.023 1.644 -0.9282



# 9
18
Properties=species:S:1:pos:R:3:nbo_charge:R:1 method="wB97M-V/def2-TZVPD" charge=+1 s2=0.78 gap_ev="11.99 / 6.88" multiplicity=2 molar_mass_da=101.1 fmax_ha_per_bohr=0.0826
C -0.268 -1.227 -0.791 -0.5177
C 0.041 -1.813 -2.099 -0.6024
C 0.146 0.191 -0.744 0.6128
N -0.101 0.979 0.397 -0.2201
C -0.701 0.514 1.570 -0.3124
C 0.085 0.868 2.874 -0.6178
O 0.843 0.708 -1.646 -0.3400
H -1.319 -1.303 -0.495 0.2540
H 0.307 -1.961 0.009 0.2688
H -0.116 -2.812 -2.249 0.2417
H -0.642 -1.306 -2.772 0.2201
H 1.035 -1.563 -2.349 0.2343
H 0.582 1.734 0.595 0.4481
H -1.725 1.036 1.679 0.3141
H -0.694 -0.636 1.684 0.2759
H -0.591 0.523 3.640 0.2652
H 0.187 2.005 3.101 0.2375
H 1.115 0.565 2.693 0.2378



# 10
19
Properties=species:S:1:pos:R:3:nbo_charge:R:1 method="wB97M-V/def2-TZVPD" charge=-1 s2=0.75 gap_ev="3.33 / 7.71" multiplicity=2 molar_mass_da=117.1 fmax_ha_per_bohr=0.0795
C 1.417 0.025 -0.662 -0.5311
C 1.494 -1.349 -1.338 -0.0550
O 0.402 -2.128 -1.552 -0.7601
C -0.036 0.531 -0.638 0.3718
N -0.558 0.860 0.703 -0.5240
C -1.828 1.684 0.743 -0.3982
C -0.393 -0.284 1.661 -0.4227
O -0.763 0.527 -1.686 -0.8391
H 1.995 0.767 -1.221 0.1690
H 1.815 0.068 0.403 0.1902
H 2.021 -1.201 -2.282 0.1275
H 2.190 -1.996 -0.681 0.1259
H -0.455 -1.678 -1.652 0.5038
H -2.624 1.211 0.190 0.1834
H -2.241 1.869 1.810 0.1632
H -1.644 2.794 0.471 0.1850
H -0.740 -1.106 1.158 0.1766
H -0.750 -0.129 2.605 0.1668
H 0.700 -0.464 1.970 0.1671



# 11
19
Properties=species:S:1:pos:R:3:nbo_charge:R:1 method="wB97M-V/def2-TZVPD" gap_ev=8.60 multiplicity=1 molar_mass_da=117.1 smiles="CC(O)=C=N.CCO" fmax_ha_per_bohr=0.0757
C -0.852 -0.848 -1.916 -0.0029
C -0.804 0.817 -1.333 -0.7143
O -1.871 -1.538 -1.401 -0.7429
H -1.644 -1.600 -0.234 0.4638
H -0.964 -0.667 -2.987 0.1812
H 0.142 -1.255 -1.663 0.1260
H 0.033 1.274 -1.855 0.1922
H -0.869 1.215 -0.325 0.2078
H -1.735 1.142 -1.795 0.2143
C 1.649 1.357 0.915 -0.6434
C 0.879 0.227 1.517 0.1578
O 1.192 0.033 2.855 -0.6624
N -0.857 -1.490 0.920 -0.6947
C -0.014 -0.540 0.936 0.3529
H 0.606 -0.633 3.237 0.4858
H -0.460 -2.421 0.789 0.3798
H 2.667 1.323 1.309 0.2339
H 1.207 2.315 1.198 0.2300
H 1.695 1.289 -0.169 0.2350



# 12
19
Properties=species:S:1:pos:R:3:nbo_charge:R:1 method="wB97M-V/def2-TZVPD" gap_ev=10.20 multiplicity=1 molar_mass_da=117.1 smiles="CC(=O)NC[C@H](C)O" fmax_ha_per_bohr=0.0137
O 2.457 1.616 1.462 -0.6226
C 1.872 0.619 1.080 0.6757
N 0.523 0.642 0.883 -0.6171
C -0.294 -0.359 0.206 -0.2430
C -1.164 0.243 -0.910 0.0868
C -2.648 0.180 -0.589 -0.6203
O -0.974 -0.506 -2.123 -0.7324
C 2.599 -0.688 0.912 -0.7188
H 0.116 1.561 0.973 0.3972
H 0.316 -1.158 -0.198 0.2241
H -0.946 -0.846 0.933 0.1878
H -0.865 1.276 -1.104 0.1652
H -2.881 -0.827 -0.252 0.2101
H -2.878 0.867 0.236 0.2089
H -3.238 0.407 -1.475 0.2255
H -0.398 -0.024 -2.718 0.4749
H 3.661 -0.468 0.845 0.2445
H 2.304 -1.250 0.027 0.2164
H 2.437 -1.287 1.812 0.2371



# 13
19
Properties=species:S:1:pos:R:3:nbo_charge:R:1 method="wB97M-V/def2-TZVPD" gap_ev=10.59 multiplicity=1 molar_mass_da=117.1 smiles="O=CCCCNCO" fmax_ha_per_bohr=0.0644
C 0.573 0.169 0.556 -0.2318
N 0.530 -1.343 0.382 -0.6287
C 1.772 -1.912 -0.183 0.0831
O 2.465 -1.079 -1.148 -0.7649
C -0.840 0.501 1.070 -0.3948
C -1.881 0.690 -0.111 -0.5116
C -1.554 2.018 -0.727 0.4499
O -1.005 2.294 -1.758 -0.5159
H 1.296 0.477 1.312 0.2038
H 0.901 0.584 -0.369 0.1839
H -0.215 -1.506 -0.294 0.3400
H 1.830 -2.911 -0.576 0.1836
H 2.490 -1.816 0.641 0.1593
H 1.955 -0.433 -1.650 0.4713
H -1.272 -0.345 1.589 0.2342
H -0.791 1.361 1.726 0.2128
H -2.886 0.586 0.304 0.2353
H -1.754 -0.120 -0.838 0.2077
H -1.615 2.786 0.076 0.0826



Summary of relative energy (zero: lowest compared OMol25 entry of this formula, charge and spin) in kJ/mol
362.73; 278.23; 172.59; 304.51; 493.34; 197.55; 170.56; 207.80; 243.95; 218.85; 479.63; 63.60; 234.82
(order as listed above)